{"formula": "C24H25BF8N2OPtS", "method": "wB97M-V/def2-TZVPD", "relative_energy_ev": 0.000, "total_charge": 0, "orbital_gap_ev": 7.56, "lumo_energy_ev": -0.05, "species": ["Pt", "C", "C", "N", "C", "C", "C", "C", "N", "C", "C", "F", "C", "F", "C", "C", "F", "C", "F", "H", "H", "H", "H", "H", "H", "H", "H", "H", "H", "H", "H", "H", "H", "H", "F", "B", "F", "F", "F", "O", "S", "C", "C", "C", "C", "C", "C", "C", "C", "C", "C", "C", "C", "H", "H", "H", "H", "H", "H", "H", "H", "H", "H"], "xyz": [[0.139470, -0.066471, -1.199756], [-2.342503, -1.835688, -1.151214], [-1.151570, -2.765962, -1.021228], [0.217677, -2.114177, -1.052878], [0.958134, -2.555486, 0.170015], [2.357498, -1.989412, 0.321696], [0.945321, -2.556901, -2.286931], [0.400626, -1.768151, -3.453138], [0.640814, -0.380739, -3.091019], [0.339506, 0.614888, -4.019844], [1.207532, 1.705600, -4.137201], [2.297510, 1.757385, -3.373446], [0.965134, 2.730701, -5.030363], [1.835480, 3.744463, -5.107293], [-0.138238, 2.715631, -5.860324], [-1.004277, 1.648388, -5.757943], [-2.102612, 1.600286, -6.530710], [-0.782592, 0.630521, -4.850969], [-1.708197, -0.345891, -4.749146], [-3.251615, -2.440448, -1.112750], [-2.331023, -1.294028, -2.096717], [-2.374226, -1.113075, -0.337237], [-1.177477, -3.505446, -1.821952], [-1.221234, -3.315663, -0.082453], [0.988432, -3.650647, 0.155589], [0.342871, -2.251526, 1.015928], [3.063483, -2.411630, -0.391227], [2.717025, -2.232012, 1.322460], [2.361394, -0.903924, 0.203341], [0.836426, -3.638584, -2.401257], [1.994746, -2.305469, -2.162930], [-0.651811, -2.029912, -3.619340], [0.946724, -2.026632, -4.366208], [-0.318842, 3.517163, -6.561188], [1.987290, 2.380635, -0.353127], [0.803977, 3.010130, -0.689925], [-0.007219, 1.983175, -1.460574], [0.038576, 3.283008, 0.440129], [0.948696, 4.077850, -1.523629], [-0.486675, 0.156475, 0.828967], [0.377895, 0.870435, 1.876568], [0.699235, -0.390941, 3.095253], [-0.320787, -1.204718, 3.573972], [-0.011589, -2.201347, 4.481176], [1.303248, -2.370730, 4.909756], [2.311077, -1.549559, 4.431306], [2.011128, -0.553729, 3.508143], [-0.810587, 1.824952, 2.799289], [-0.410607, 2.385101, 4.004058], [-1.313343, 3.158015, 4.713078], [-2.592841, 3.367305, 4.211506], [-2.968011, 2.812639, 2.998138], [-2.071172, 2.035514, 2.276139], [-1.338238, -1.051102, 3.234810], [-0.792776, -2.844394, 4.864428], [1.537759, -3.149734, 5.623388], [3.330709, -1.685402, 4.766183], [2.787130, 0.086735, 3.106155], [0.590860, 2.220139, 4.383626], [-1.018361, 3.601580, 5.654590], [-3.294983, 3.975270, 4.766537], [-3.958429, 2.992366, 2.601899], [-2.331550, 1.613177, 1.315793]], "forces_ev_per_a": [[-0.023, -0.052, 0.110], [0.010, 0.003, -0.010], [-0.008, 0.010, -0.003], [0.027, 0.044, -0.042], [-0.006, -0.015, -0.015], [-0.008, -0.003, -0.001], [-0.009, -0.011, 0.007], [-0.004, 0.007, 0.008], [-0.033, -0.022, -0.027], [-0.009, -0.009, 0.005], [0.000, 0.025, 0.004], [-0.004, -0.002, -0.013], [0.015, -0.013, 0.021], [0.000, -0.001, -0.002], [-0.019, -0.005, -0.015], [0.018, 0.027, -0.006], [-0.001, -0.005, 0.002], [0.002, -0.013, 0.022], [0.015, -0.004, 0.006], [0.002, -0.001, -0.005], [-0.002, 0.005, 0.006], [-0.004, -0.001, 0.005], [0.003, -0.014, 0.012], [-0.002, 0.016, 0.010], [0.006, 0.000, 0.002], [0.001, -0.010, -0.009], [0.003, 0.008, -0.008], [0.001, -0.009, -0.011], [0.011, -0.001, -0.005], [0.004, 0.000, 0.002], [0.005, 0.007, -0.007], [-0.004, 0.008, -0.017], [0.007, -0.004, 0.002], [-0.003, -0.001, 0.000], [-0.009, 0.004, 0.011], [0.071, 0.000, -0.011], [-0.031, -0.002, -0.067], [0.006, 0.015, -0.004], [-0.017, -0.015, 0.020], [0.049, 0.031, -0.039], [-0.079, -0.022, -0.053], [0.044, 0.022, 0.008], [-0.018, 0.005, 0.003], [0.009, 0.001, -0.001], [-0.002, -0.003, 0.002], [0.002, 0.000, -0.001], [-0.018, 0.000, 0.022], [0.030, 0.004, 0.102], [-0.015, -0.002, -0.012], [-0.014, 0.017, 0.007], [0.011, 0.007, 0.009], [0.010, -0.017, -0.009], [-0.020, -0.007, -0.025], [0.005, 0.002, -0.008], [-0.001, 0.000, 0.000], [0.000, 0.002, 0.002], [0.001, -0.001, 0.001], [0.002, -0.003, 0.002], [-0.008, 0.000, 0.012], [0.001, 0.000, 0.000], [0.001, 0.001, 0.001], [0.000, -0.003, -0.003], [0.000, 0.005, 0.002]], "lowdin_charge": [1.186, -0.087, -0.209, -0.291, -0.237, -0.073, -0.175, -0.231, -0.168, -0.181, -0.170, 0.119, -0.206, 0.101, 0.076, -0.215, 0.085, -0.145, 0.078, 0.083, 0.062, 0.056, 0.115, 0.115, 0.130, 0.093, 0.074, 0.074, 0.067, 0.130, 0.111, 0.099, 0.134, 0.137, 0.120, -1.230, -0.087, 0.123, 0.185, -0.626, 1.101, -0.393, -0.065, -0.061, -0.068, -0.069, -0.090, -0.374, -0.068, -0.069, -0.073, -0.058, -0.059, 0.124, 0.109, 0.107, 0.110, 0.120, 0.117, 0.107, 0.105, 0.109, 0.115]}



{"formula": "Cl3O12Ti2", "method": "wB97M-V/def2-TZVPD", "s_squared": 12.0016, "total_charge": -1, "orbital_gap_ev": [6.64, 7.18], "lumo_energy_ev": [1.30, 1.32], "spin_multiplicity": 7, "species": ["Ti", "Ti", "Cl", "O", "O", "O", "O", "Cl", "O", "O", "O", "O", "Cl", "O", "O", "O", "O"], "xyz": [[-2.525249, -1.363413, -2.568653], [-0.312713, -0.644999, 1.562404], [-4.241556, -0.524980, 0.094792], [-5.573724, -0.932714, 0.554600], [-3.245692, -1.570290, -0.046644], [-4.858710, -0.380953, -1.134109], [-3.714967, 0.719518, 0.606792], [4.288144, 1.111470, 1.652391], [2.906116, 0.766800, 1.735306], [4.798871, 0.971488, 2.985403], [5.091252, 0.445383, 0.662963], [4.242857, 2.494543, 1.316985], [0.654928, -0.296647, -1.461383], [1.043953, 1.081721, -1.874626], [-0.712702, -0.213786, -0.807315], [0.490888, -1.000955, -2.698698], [1.668302, -0.662186, -0.580209]], "forces_ev_per_a": [[0.093, 0.675, 1.408], [0.364, 0.450, -1.138], [-5.033, 0.318, 0.874], [1.139, -1.573, 7.425], [1.398, -0.428, 0.812], [3.036, 2.791, -10.376], [0.364, -1.486, 0.465], [0.127, 2.592, 0.721], [-1.988, -2.473, -0.700], [1.115, -0.825, 0.336], [-0.548, -1.049, 0.365], [0.857, 1.582, -0.546], [0.501, 7.909, -3.603], [-1.551, -2.025, 0.771], [0.481, -1.325, 0.797], [-0.700, -2.176, 0.261], [0.345, -2.959, 2.128]], "mulliken_spin": [3.031, 3.063, -0.004, -0.001, -0.011, 0.003, 0.014, 0.004, -0.021, -0.001, 0.000, 0.001, -0.026, 0.002, -0.065, 0.007, 0.005]}



{"formula": "C2H5ClOS", "method": "wB97M-V/def2-TZVPD", "smiles": "CCOSCl", "relative_energy_ev": 1.431, "total_charge": 0, "orbital_gap_ev": 9.39, "lumo_energy_ev": 0.28, "species": ["C", "C", "O", "S", "Cl", "H", "H", "H", "H", "H"], "xyz": [[0.903324, 0.527626, -0.612141], [0.536761, -0.493883, 0.527042], [-0.776404, -0.357835, 1.115859], [-1.994226, 0.589495, 0.218324], [-3.318060, -0.776335, -0.389722], [1.071705, 1.512975, -0.082958], [1.738309, 0.151370, -1.262818], [0.021019, 0.701036, -1.078487], [1.117791, -0.356657, 1.387528], [0.699779, -1.497796, 0.177371]], "forces_ev_per_a": [[2.176, -0.333, 3.335], [-0.199, 0.645, -1.593], [-2.136, 1.724, -1.769], [1.821, -1.237, 1.786], [-0.069, -0.348, -0.153], [0.569, -0.926, -0.809], [-0.881, 0.649, 0.739], [-2.267, 0.213, -2.365], [1.303, 0.215, 1.062], [-0.318, -0.601, -0.234]], "lowdin_charge": [-0.097, -0.305, -0.526, 0.482, 0.116, 0.096, 0.097, -0.052, 0.088, 0.100]}